1.
{
  "formula": "C38H32BrCl2N4O6Sr",
  "method": "ωB97M-V/def2-TZVPD",
  "symbols": ["Sr", "Br", "C", "C", "C", "C", "O", "C", "C", "N", "C", "C", "C", "C", "C", "C", "C", "C", "N", "C", "C", "H", "H", "H", "H", "H", "H", "H", "H", "H", "H", "C", "C", "C", "C", "Cl", "C", "C", "C", "O", "C", "C", "O", "O", "H", "H", "H", "H", "H", "H", "H", "H", "N", "C", "N", "C", "C", "C", "C", "C", "H", "H", "H", "H", "H", "H", "H", "H", "H", "H", "Cl", "C", "C", "C", "C", "C", "C", "C", "O", "O", "H", "H", "H", "H"],
  "coordinates": [[0.0064, 0.7205, 0.2747], [2.1233, 3.0582, 7.2330], [1.2517, 2.1624, 5.7948], [1.0573, 0.7733, 5.8622], [0.4374, 0.1232, 4.8345], [-0.0123, 0.7919, 3.6440], [-0.5021, 0.1275, 2.6875], [0.1356, 2.2276, 3.6461], [-0.4357, 3.1059, 2.6634], [-1.1313, 2.7674, 1.6328], [-1.7810, 3.7509, 0.8684], [-1.9677, 5.0643, 1.2407], [-2.6416, 5.9829, 0.4147], [-3.1715, 5.5934, -0.7809], [-3.0541, 4.2445, -1.1846], [-3.6180, 3.7675, -2.3913], [-3.5002, 2.4515, -2.7166], [-2.7949, 1.6029, -1.8366], [-2.2439, 2.0112, -0.7235], [-2.3626, 3.3190, -0.3705], [0.7894, 2.8653, 4.7215], [1.3980, 0.2252, 6.7317], [0.2725, -0.9470, 4.8826], [-0.2589, 4.1643, 2.8868], [-1.6021, 5.4150, 2.1958], [-2.7447, 7.0083, 0.7476], [-3.6972, 6.2930, -1.4196], [-4.1356, 4.4639, -3.0415], [-3.9134, 2.0524, -3.6329], [-2.6693, 0.5507, -2.0685], [0.9090, 3.9424, 4.6923], [2.7452, -5.7976, 2.0390], [1.4337, -5.0884, 2.2194], [0.2356, -5.7839, 2.2653], [-0.9605, -5.1073, 2.4513], [-2.4562, -6.0118, 2.4948], [-0.9803, -3.7344, 2.5980], [0.2109, -3.0206, 2.5452], [1.4110, -3.6922, 2.3473], [2.6268, -3.0956, 2.2760], [2.7168, -1.6939, 2.4837], [2.1644, -0.8355, 1.3472], [1.5354, -1.3997, 0.4142], [2.3233, 0.3972, 1.4800], [3.3896, -5.6448, 2.9063], [3.2850, -5.4058, 1.1754], [2.5894, -6.8680, 1.9024], [0.2336, -6.8618, 2.1603], [-1.9152, -3.2075, 2.7323], [0.1647, -1.9413, 2.6266], [3.7760, -1.4780, 2.6061], [2.2038, -1.3987, 3.4034], [-1.5793, -1.2448, -0.6605], [-0.8687, -1.9739, -1.2184], [-0.0996, -2.8036, -1.8750], [0.2181, -4.1295, -1.3354], [1.7095, -4.2808, -1.0691], [2.5406, -3.8436, -2.2736], [2.1901, -2.4083, -2.6591], [0.7090, -2.2943, -2.9883], [-0.1157, -4.8767, -2.0658], [-0.3540, -4.2732, -0.4188], [1.9045, -5.3258, -0.8167], [1.9715, -3.6583, -0.2111], [2.3507, -4.5087, -3.1265], [3.6036, -3.9261, -2.0371], [2.7705, -2.0772, -3.5234], [2.4083, -1.7372, -1.8253], [0.4676, -2.8877, -3.8784], [0.4349, -1.2534, -3.1532], [-1.9186, 4.9813, -7.0283], [-1.2082, 4.1448, -5.6687], [-0.8317, 4.8687, -4.5498], [-0.2841, 4.1940, -3.4690], [-0.1138, 2.8165, -3.5065], [-0.4903, 2.1136, -4.6439], [-1.0395, 2.7714, -5.7342], [0.3785, 2.0827, -2.2744], [0.6201, 2.7661, -1.2539], [0.4346, 0.8230, -2.3330], [-0.9771, 5.9403, -4.5257], [-0.0011, 4.7203, -2.5667], [-0.3636, 1.0393, -4.6518], [-1.3426, 2.2317, -6.6213]],
  "forces_ev_per_angstrom": [[0.012, 0.058, 0.167], [-0.001, -0.005, -0.008], [0.017, -0.023, 0.041], [0.004, 0.036, -0.014], [-0.026, -0.032, 0.001], [0.045, 0.136, 0.160], [-0.033, 0.021, -0.249], [0.007, -0.064, 0.034], [-0.044, 0.025, -0.017], [0.078, 0.004, -0.019], [-0.006, 0.059, 0.010], [0.034, -0.055, 0.024], [-0.020, 0.009, -0.045], [0.018, 0.031, 0.039], [0.023, -0.070, 0.006], [0.002, -0.015, -0.001], [-0.019, 0.031, -0.006], [0.018, -0.023, 0.020], [0.048, -0.056, -0.053], [-0.044, 0.065, 0.006], [-0.018, 0.011, -0.030], [0.001, 0.000, 0.002], [0.007, 0.004, 0.003], [-0.011, 0.006, -0.017], [0.002, -0.003, 0.003], [-0.001, 0.002, -0.002], [0.000, 0.004, 0.001], [-0.002, -0.002, -0.004], [-0.002, -0.001, 0.000], [0.001, 0.000, -0.003], [-0.002, 0.002, -0.006], [-0.030, 0.012, -0.012], [0.013, -0.013, -0.012], [-0.012, 0.013, 0.001], [0.039, 0.033, -0.007], [-0.013, -0.015, 0.001], [0.004, -0.020, -0.025], [0.015, 0.017, -0.006], [-0.087, -0.108, 0.125], [0.084, 0.006, 0.000], [-0.011, -0.012, -0.045], [-0.057, 0.012, 0.003], [0.056, 0.087, 0.037], [-0.051, 0.023, -0.063], [0.017, 0.000, 0.008], [0.008, 0.004, 0.002], [0.000, 0.003, 0.004], [-0.001, -0.002, 0.000], [0.000, 0.007, 0.001], [-0.034, -0.054, -0.016], [0.010, 0.003, -0.008], [0.006, 0.000, 0.001], [-0.042, -0.023, -0.039], [-0.029, -0.135, 0.097], [-0.029, 0.004, -0.033], [-0.007, 0.010, 0.016], [0.015, 0.064, -0.020], [-0.019, 0.006, -0.004], [0.015, 0.000, -0.003], [0.095, 0.018, 0.027], [0.001, 0.008, -0.014], [-0.010, 0.013, 0.000], [0.016, -0.009, 0.020], [0.000, -0.033, -0.058], [-0.004, -0.014, 0.006], [0.003, 0.005, -0.002], [0.000, -0.012, -0.016], [-0.008, -0.011, -0.029], [-0.005, 0.003, -0.024], [-0.024, -0.037, -0.033], [-0.002, 0.007, -0.002], [0.009, -0.006, 0.016], [-0.006, 0.008, -0.004], [0.001, 0.005, 0.007], [-0.018, -0.007, 0.029], [-0.005, 0.014, -0.012], [0.004, -0.001, 0.006], [0.014, -0.137, -0.037], [0.041, -0.065, 0.030], [-0.065, 0.173, 0.028], [-0.001, 0.004, 0.001], [0.004, 0.005, 0.004], [0.009, -0.010, 0.009], [0.001, 0.003, -0.001]],
  "lowdin_charge": [1.5474, 0.6599, -0.7076, -0.1325, -0.0225, -0.3924, -0.1700, -0.1279, -0.0899, 0.0342, -0.1930, -0.0200, -0.0844, -0.0520, -0.1602, -0.0209, -0.0463, -0.1297, 0.0742, -0.1582, -0.1055, 0.0958, 0.1076, 0.1117, 0.0976, 0.0992, 0.1062, 0.1166, 0.1057, 0.0926, 0.1016, -0.0386, -0.2139, -0.0858, -0.6822, 0.6163, -0.0916, 0.0083, -0.2446, -0.0305, -0.0696, -0.6937, -0.1048, -0.0783, 0.0845, 0.0720, 0.0759, 0.1052, 0.1123, 0.0807, 0.1357, 0.1195, 0.1206, -0.2920, -0.0711, -0.1147, -0.1803, -0.1899, -0.1712, -0.1321, 0.1234, 0.1196, 0.1097, 0.0909, 0.1083, 0.1078, 0.1137, 0.1061, 0.1224, 0.0955, 0.6244, -0.6727, -0.1072, -0.0165, -0.1331, -0.0198, -0.1091, -0.6745, -0.0897, -0.1186, 0.1013, 0.1218, 0.1138, 0.0992],
  "relative_energy_kcal_mol": 4.9,
  "orbital_gap_ha": 0.25150,
  "total_charge": -1
}



2.
{
  "formula": "C48H63N4P3Se2Si2W",
  "method": "ωB97M-V/def2-TZVPD",
  "symbols": ["W", "Se", "P", "C", "C", "C", "C", "C", "C", "C", "C", "C", "C", "C", "C", "C", "C", "N", "N", "N", "P", "Se", "C", "C", "C", "C", "C", "C", "C", "C", "C", "C", "C", "C", "H", "H", "H", "H", "H", "H", "H", "H", "H", "H", "H", "H", "H", "H", "H", "H", "H", "H", "H", "H", "C", "Si", "C", "C", "C", "C", "C", "C", "C", "Si", "C", "C", "H", "H", "H", "H", "H", "H", "H", "H", "H", "H", "H", "H", "H", "H", "H", "H", "C", "C", "C", "C", "P", "N", "C", "C", "C", "C", "C", "C", "C", "C", "H", "H", "H", "H", "H", "H", "H", "H", "H", "H", "H", "H", "H", "H", "H", "H", "H", "H", "H", "H", "H", "H", "H", "H", "H", "H", "H"],
  "coordinates": [[-1.3888, -0.7324, -1.5383], [0.8550, -1.4544, 5.0549], [0.6733, 0.4166, 4.1218], [2.3437, 1.1560, 4.1590], [2.8678, 1.4325, 5.4234], [4.1676, 1.8892, 5.5541], [4.9721, 2.0317, 4.4292], [4.4715, 1.7103, 3.1790], [3.1604, 1.2756, 3.0460], [-0.3630, 1.5451, 5.1221], [-1.5371, 1.0080, 5.6438], [-2.3168, 1.7479, 6.5169], [-1.9195, 3.0244, 6.8886], [-0.7541, 3.5677, 6.3679], [0.0222, 2.8345, 5.4819], [-0.0681, 0.2708, 2.4454], [-0.5548, 0.9794, 1.3179], [-0.9933, -0.0017, 0.4718], [-0.8050, -1.1928, 1.0409], [-0.2561, -1.0521, 2.1928], [-0.8914, 2.6103, 0.5199], [-2.8675, 1.0364, -1.9326], [-2.3665, 3.1482, 1.4901], [-2.3143, 3.4176, 2.8542], [-3.4591, 3.7882, 3.5395], [-4.6717, 3.8774, 2.8688], [-4.7330, 3.6055, 1.5120], [-3.5829, 3.2478, 0.8208], [0.3746, 3.8022, 1.0971], [1.0137, 3.7969, 2.3278], [1.9734, 4.7505, 2.6316], [2.3107, 5.7180, 1.6979], [1.6768, 5.7398, 0.4628], [0.7167, 4.7856, 0.1656], [2.2601, 1.2666, 6.3032], [4.5554, 2.1204, 6.5376], [5.9943, 2.3716, 4.5364], [5.1014, 1.7904, 2.3016], [2.7658, 1.0353, 2.0715], [-1.8155, -0.0050, 5.3789], [-3.2235, 1.3184, 6.9223], [-2.5181, 3.6006, 7.5828], [-0.4363, 4.5613, 6.6576], [0.9280, 3.2723, 5.0837], [-1.3798, 3.3502, 3.3873], [-3.3998, 4.0024, 4.5989], [-5.5645, 4.1708, 3.4064], [-5.6775, 3.6695, 0.9867], [-3.6314, 3.0409, -0.2411], [0.7698, 3.0365, 3.0511], [2.4680, 4.7341, 3.5953], [3.0710, 6.4528, 1.9302], [1.9376, 6.4966, -0.2660], [0.2212, 4.7858, -0.7993], [-2.2742, -0.2187, -5.1636], [-2.2259, -1.6089, -3.8437], [-1.6712, -3.1601, -4.8301], [-3.9753, -2.2746, -3.4310], [-4.9153, -2.4593, -4.4467], [-6.1057, -3.1291, -4.2083], [-6.3609, -3.6441, -2.9447], [-5.4422, -3.4492, -1.9253], [-4.2511, -2.7549, -2.1465], [-3.0235, -2.4554, -0.7118], [-2.3186, -4.1435, -0.1917], [-4.0154, -1.7323, 0.7457], [-2.2010, -0.6242, -6.1742], [-1.4703, 0.5064, -5.0191], [-3.2131, 0.3316, -5.0670], [-2.5306, -3.4580, -5.4325], [-1.4141, -4.0069, -4.1911], [-0.8392, -2.9681, -5.5079], [-4.7085, -2.0769, -5.4423], [-6.8243, -3.2628, -5.0081], [-7.2775, -4.1898, -2.7567], [-5.6543, -3.8465, -0.9370], [-3.1387, -4.8189, 0.0621], [-1.6745, -4.0439, 0.6839], [-1.7442, -4.6076, -0.9959], [-4.8709, -2.3614, 1.0025], [-4.3912, -0.7406, 0.4897], [-3.3849, -1.6443, 1.6322], [4.1094, -2.6450, -0.7574], [2.5996, -2.8106, -0.9305], [1.8879, -2.6516, 0.4151], [2.2880, -4.2311, -1.4199], [1.8340, -1.6050, -2.1905], [0.2598, -1.5539, -1.9478], [2.5515, 0.1660, -1.9966], [2.6363, 0.4067, -0.4865], [3.9485, 0.3889, -2.5788], [1.5929, 1.2132, -2.5733], [2.2317, -2.1782, -3.9582], [3.7145, -2.4506, -4.2114], [1.7247, -1.0727, -4.8952], [1.4347, -3.4548, -4.2837], [4.4842, -3.4766, -0.1571], [4.3572, -1.7270, -0.2268], [4.6425, -2.6473, -1.7073], [2.0998, -3.5248, 1.0359], [0.8099, -2.5974, 0.2858], [2.2137, -1.7790, 0.9786], [2.5128, -4.9364, -0.6183], [2.8902, -4.5152, -2.2795], [1.2311, -4.3396, -1.6663], [3.4925, -0.1080, -0.0527], [1.7350, 0.0662, 0.0182], [2.7429, 1.4794, -0.3072], [4.6627, -0.3524, -2.2178], [4.2944, 1.3708, -2.2455], [3.9574, 0.3944, -3.6676], [0.5718, 1.0748, -2.2259], [1.5769, 1.2270, -3.6605], [1.9049, 2.2034, -2.2335], [4.3441, -1.5774, -4.0508], [3.8331, -2.7651, -5.2510], [4.0805, -3.2610, -3.5833], [2.3689, -0.1959, -4.8841], [0.7062, -0.7794, -4.6307], [1.7090, -1.4451, -5.9210], [2.0085, -4.3576, -4.0938], [1.1831, -3.4622, -5.3446], [0.5071, -3.5000, -3.7192]],
  "forces_ev_per_angstrom": [[1.196, 0.945, -0.774], [-0.097, -0.111, 0.135], [0.111, 0.157, 0.323], [-0.159, -0.015, -0.136], [-0.001, 0.090, -0.021], [-0.055, -0.006, -0.016], [0.047, -0.023, 0.031], [0.055, -0.022, -0.065], [-0.170, 0.092, -0.055], [0.139, -0.076, -0.083], [-0.054, 0.018, -0.059], [-0.004, -0.044, -0.032], [0.013, 0.084, -0.008], [-0.003, 0.051, -0.002], [-0.047, -0.082, 0.023], [0.048, 0.102, -0.324], [-0.007, -0.031, -0.141], [-0.100, -0.371, 1.109], [-0.013, 0.012, 0.068], [0.037, -0.319, -0.031], [-0.032, 0.315, 0.433], [1.266, -1.028, -0.534], [0.143, -0.180, -0.128], [-0.138, 0.088, -0.058], [0.029, 0.003, 0.040], [-0.012, 0.046, 0.027], [-0.065, 0.003, -0.048], [0.033, 0.026, 0.065], [0.004, -0.203, -0.163], [0.074, 0.007, -0.040], [0.057, -0.034, 0.072], [0.003, 0.056, -0.023], [0.015, 0.029, 0.046], [-0.031, -0.079, 0.008], [-0.012, 0.035, 0.018], [0.025, -0.020, -0.005], [-0.008, 0.015, -0.018], [-0.011, 0.032, 0.007], [-0.058, -0.021, -0.154], [-0.009, -0.006, 0.041], [-0.011, 0.010, -0.012], [-0.001, -0.017, 0.016], [-0.033, 0.008, -0.009], [0.023, -0.034, 0.108], [0.029, 0.017, 0.043], [-0.015, -0.006, -0.006], [-0.018, -0.030, -0.010], [0.006, 0.020, -0.004], [-0.009, 0.033, 0.042], [-0.001, -0.015, -0.016], [0.026, -0.042, 0.015], [-0.015, 0.010, 0.007], [-0.015, -0.010, -0.013], [0.044, 0.030, -0.011], [0.061, -0.139, 0.392], [-1.634, -0.992, -0.002], [0.308, 0.325, 0.178], [0.224, 0.393, -0.343], [-0.104, -0.028, 0.077], [0.049, 0.026, -0.093], [-0.058, -0.007, 0.049], [-0.006, -0.040, 0.095], [0.279, 0.111, 0.248], [-1.161, -0.704, 0.023], [0.181, 0.434, -0.091], [0.310, -0.030, -0.177], [0.007, -0.055, 0.004], [0.020, -0.008, -0.039], [0.018, -0.019, 0.037], [-0.065, 0.086, 0.003], [-0.079, -0.003, -0.022], [-0.054, -0.026, 0.012], [-0.038, -0.025, -0.023], [-0.015, -0.003, 0.017], [0.000, 0.013, 0.019], [-0.056, -0.001, -0.010], [-0.079, 0.064, -0.021], [0.010, 0.021, -0.005], [-0.002, 0.027, -0.029], [0.029, -0.094, -0.090], [0.001, -0.002, -0.008], [-0.001, 0.008, -0.004], [0.034, 0.128, -0.106], [-0.286, 0.152, -0.155], [-0.008, 0.055, 0.079], [-0.013, 0.004, -0.103], [1.509, 0.284, -0.559], [-1.167, 1.051, 0.063], [-0.182, -0.331, 0.240], [-0.082, 0.017, 0.023], [-0.002, -0.111, -0.011], [-0.017, -0.073, -0.132], [-0.297, -0.030, 0.216], [0.056, 0.069, 0.082], [0.029, 0.044, 0.052], [0.065, -0.038, 0.129], [-0.033, -0.030, 0.000], [0.062, -0.123, -0.025], [0.067, -0.053, 0.067], [0.078, -0.002, -0.027], [0.041, -0.063, 0.046], [-0.044, -0.001, -0.035], [0.031, 0.063, 0.058], [-0.020, -0.016, -0.014], [0.011, -0.065, 0.002], [-0.098, 0.144, 0.086], [-0.119, 0.110, 0.133], [0.033, 0.002, 0.044], [0.021, 0.068, -0.046], [-0.011, 0.002, 0.009], [0.018, 0.020, 0.038], [-0.128, 0.059, 0.080], [-0.022, 0.002, 0.027], [0.075, -0.025, 0.033], [-0.012, -0.122, -0.072], [-0.028, 0.012, -0.019], [0.027, -0.032, -0.073], [-0.057, 0.018, 0.018], [0.005, 0.059, -0.099], [0.015, -0.069, 0.017], [0.014, 0.002, 0.093], [0.030, 0.032, 0.043], [0.040, -0.054, -0.079]],
  "lowdin_charge": [0.8689, 0.3027, 0.5276, -0.3809, -0.1153, -0.0702, -0.0831, -0.0777, -0.0878, -0.3585, -0.1014, -0.0729, -0.0907, -0.0722, -0.1175, -0.3579, -0.3754, -0.2578, -0.1267, -0.0373, 1.0630, 0.2612, -0.3517, -0.0761, -0.0700, -0.0828, -0.0811, -0.1255, -0.3744, -0.1042, -0.0714, -0.0839, -0.0858, -0.1145, 0.1056, 0.1060, 0.1027, 0.1035, 0.0761, 0.0897, 0.1081, 0.1056, 0.1076, 0.0883, 0.0718, 0.0938, 0.1022, 0.1039, 0.0143, 0.0493, 0.1063, 0.1028, 0.1022, 0.0946, -0.2516, 0.4273, -0.2113, -0.3463, -0.1142, -0.0925, -0.0950, -0.1056, -0.3156, 0.4587, -0.2020, -0.2134, 0.0249, 0.0004, 0.0143, 0.0285, 0.0250, 0.0022, 0.0997, 0.0984, 0.0982, 0.0963, 0.0270, 0.0172, 0.0142, 0.0241, 0.0107, 0.0133, -0.0672, -0.5843, -0.0923, -0.0823, 0.9891, -0.3943, -0.5757, -0.1055, -0.0747, -0.0818, -0.5792, -0.0714, -0.0800, -0.1027, 0.0987, 0.0637, 0.0614, 0.0983, 0.0362, 0.0651, 0.0941, 0.0627, 0.0808, 0.0636, 0.0495, 0.0935, 0.0718, 0.0971, 0.0673, 0.0239, 0.0680, 0.0921, 0.0587, 0.0993, 0.0634, 0.0619, 0.0605, 0.0956, 0.0741, 0.0797, 0.0354],
  "relative_energy_kcal_mol": 10.1,
  "orbital_gap_ha": [0.22111, 0.22075],
  "total_charge": 0
}



3.
{
  "formula": "CH6N4",
  "method": "ωB97M-V/def2-TZVPD",
  "symbols": ["N", "N", "C", "N", "N", "H", "H", "H", "H", "H", "H"],
  "coordinates": [[-1.0760, -0.9596, 1.3591], [0.1862, -1.2147, 1.0124], [0.6654, -0.7369, -0.1436], [-0.1420, 0.4745, -0.3834], [0.1619, 1.4372, -1.4868], [-1.4393, -1.5156, 2.1956], [-0.8827, 0.0612, 1.7618], [1.9027, -0.6193, -0.3311], [-1.1134, 0.2889, -0.5496], [0.7534, 0.8241, -2.2702], [0.9837, 1.9602, -1.1641]],
  "forces_ev_per_angstrom": [[-1.463, 3.355, 2.521], [4.335, -4.197, -2.984], [-0.361, 3.508, 4.214], [1.533, 1.155, -2.782], [3.091, -3.255, -1.599], [1.490, 0.639, -1.447], [-1.625, -1.761, -1.049], [-3.796, -0.820, 0.398], [-0.384, -0.587, 0.344], [-2.270, 1.756, 1.993], [-0.551, 0.207, 0.391]],
  "lowdin_charge": [-0.0826, -0.1730, -0.1739, -0.1709, -0.0426, 0.1050, 0.1439, 0.1611, 0.0752, 0.1191, 0.0387],
  "relative_energy_kcal_mol": 91.1,
  "orbital_gap_ha": 0.34867,
  "total_charge": 0
}



Molecular weight list, top to bottom, in g mol⁻¹: 879.1; 1186.9; 74.1
Max |F| list, top to bottom, in eV Å⁻¹: 0.25; 1.91; 6.73